# 1
{
  "formula": "C4H8O2",
  "method": "wB97M-V/def2-TZVPD",
  "elements": ["O", "O", "C", "C", "C", "C", "H", "H", "H", "H", "H", "H", "H", "H"],
  "positions_angstrom": [[-1.133307, 1.684298, -0.963695], [1.756104, 0.645529, -0.908008], [-0.454696, 1.415664, 0.002264], [-0.184403, -0.009965, 0.461252], [-1.208156, -0.994432, -0.107631], [1.277627, -0.303317, 0.031293], [1.948251, -0.223907, 0.886797], [1.365534, -1.329061, -0.352313], [-2.201529, -0.537740, -0.137000], [-0.235912, -0.012138, 1.559309], [-0.957690, -1.297189, -1.131043], [1.165592, 0.658780, -1.672598], [-1.257298, -1.898542, 0.508606], [0.028738, 2.215432, 0.597040]],
  "forces_ev_per_angstrom": [[0.334, -0.090, 0.528], [0.047, -0.099, -0.254], [-0.411, 0.044, -0.234], [-0.092, 0.074, -0.040], [-0.022, -0.023, -0.047], [0.033, -0.116, 0.289], [-0.003, 0.042, -0.050], [-0.095, 0.131, 0.006], [0.119, -0.124, 0.024], [-0.004, 0.017, -0.188], [-0.032, 0.114, 0.151], [0.119, -0.046, 0.025], [0.061, 0.131, -0.127], [-0.053, -0.056, -0.083]],
  "mulliken_charge": [-0.4771, -0.5426, -0.2072, 0.5322, -1.3728, -0.5913, 0.3133, 0.3046, 0.3312, 0.3118, 0.3122, 0.3541, 0.3865, 0.3453],
  "smiles": "C[C@H](C=O)CO",
  "total_charge": 0,
  "e_tot_ha": -307.6628,
  "lumo_ev": 0.90,
  "spin_multiplicity": 1,
  "de_lowest_kcal_mol": 31.1,
  "homo_energy_ev": -9.88,
  "orbital_gap_ev": 10.78
}

***

# 2
{
  "formula": "C4H8O2",
  "method": "wB97M-V/def2-TZVPD",
  "elements": ["O", "O", "C", "C", "C", "C", "H", "H", "H", "H", "H", "H", "H", "H"],
  "positions_angstrom": [[2.091948, 4.827894, -0.788764], [1.875288, 2.580257, -0.660133], [-2.116725, -1.931938, -0.202012], [1.600614, 3.812331, -1.182351], [-1.048826, -2.483076, 0.380880], [0.044752, -1.712736, 1.042656], [0.969749, -1.999038, 0.524980], [-0.038809, -0.637558, 0.942476], [-2.167362, -0.933031, -0.624988], [-0.978994, -3.561748, 0.295487], [0.272934, -2.119308, 2.026720], [0.721826, 3.849352, -1.836591], [-3.073958, -2.443233, -0.210296], [1.847562, 2.751831, 0.291936]],
  "forces_ev_per_angstrom": [[0.275, -0.220, -0.093], [-0.669, 0.411, -0.200], [-0.398, 0.050, 0.151], [-0.668, 0.665, 0.816], [-0.740, 0.696, -0.294], [1.480, -1.217, -1.566], [0.227, 0.274, -0.126], [-0.276, 0.078, 0.456], [0.118, 0.402, 0.920], [-0.147, -0.187, 1.059], [-0.570, 0.507, 0.375], [0.384, -0.537, -0.649], [0.309, -0.598, -0.979], [0.674, -0.325, 0.129]],
  "mulliken_charge": [-0.4247, -0.4209, -0.6862, 0.2315, 0.0080, -0.9310, 0.2755, 0.2698, 0.2422, 0.3071, 0.2908, 0.2927, 0.2256, 0.3196],
  "smiles": "C=CC.O=CO",
  "total_charge": 0,
  "e_tot_ha": -307.6244,
  "lumo_ev": 0.62,
  "spin_multiplicity": 1,
  "de_lowest_kcal_mol": 55.3,
  "homo_energy_ev": -9.04,
  "orbital_gap_ev": 9.66
}

***

# 3
{
  "formula": "C4H8O2",
  "method": "wB97M-V/def2-TZVPD",
  "elements": ["O", "O", "C", "C", "C", "C", "H", "H", "H", "H", "H", "H", "H", "H"],
  "positions_angstrom": [[-1.647367, -0.815563, -0.397272], [0.392999, -0.100965, -1.112953], [-0.797793, -0.726994, -1.521120], [1.460685, 0.932348, 0.739316], [-1.083187, -0.063031, 0.666923], [0.422943, -0.111772, 0.309433], [0.773507, -1.099783, 0.649695], [1.251044, 1.913306, 0.304526], [-1.237423, -0.109701, -2.306370], [-1.605428, 0.905000, 0.725170], [1.517378, 1.013025, 1.827510], [-1.309700, -0.627654, 1.576188], [2.468125, 0.646988, 0.394284], [-0.605782, -1.755205, -1.855330]],
  "forces_ev_per_angstrom": [[-0.126, -0.075, -0.123], [-0.105, 0.098, -0.069], [0.164, -0.154, 0.171], [-0.218, -0.077, 0.058], [0.021, -0.099, 0.104], [0.369, 0.046, 0.080], [-0.042, 0.066, -0.023], [-0.165, -0.108, 0.127], [-0.076, -0.100, -0.116], [0.664, 0.099, -0.045], [-0.127, 0.043, -0.061], [0.177, 0.215, 0.029], [-0.489, -0.106, 0.017], [-0.046, 0.152, -0.149]],
  "mulliken_charge": [-0.3653, -0.3863, -0.1880, -1.3382, -0.4076, 0.4916, 0.1964, 0.3281, 0.2348, 0.2848, 0.3732, 0.2287, 0.3152, 0.2326],
  "smiles": "C[C@H]1COCO1",
  "total_charge": 0,
  "e_tot_ha": -307.6588,
  "lumo_ev": 1.07,
  "spin_multiplicity": 1,
  "de_lowest_kcal_mol": 33.7,
  "homo_energy_ev": -9.72,
  "orbital_gap_ev": 10.78
}

***

# 4
{
  "formula": "C4H8O2",
  "method": "wB97M-V/def2-TZVPD",
  "elements": ["O", "O", "C", "C", "C", "C", "H", "H", "H", "H", "H", "H", "H", "H"],
  "positions_angstrom": [[-2.085370, 0.741782, 0.378764], [0.255135, 0.770060, 1.770458], [1.345649, -0.225946, -0.584057], [-0.111782, -0.596669, -0.157248], [0.289890, -0.335655, 1.258731], [-1.203787, 0.376415, -0.652502], [-0.722816, 1.257522, -1.102706], [-0.379337, -1.646990, -0.343785], [1.742384, 0.380558, 0.248859], [-1.517602, 1.149325, 1.053932], [1.358839, 0.475762, -1.410443], [-1.817476, -0.085008, -1.435336], [0.854321, -1.170213, 1.720760], [1.991953, -1.090943, -0.745427]],
  "forces_ev_per_angstrom": [[-0.018, 0.152, 0.108], [-0.566, -0.737, 0.411], [0.354, 0.253, -0.282], [0.100, 0.192, 0.250], [-0.458, 0.289, 0.733], [0.227, -0.055, -0.274], [-0.083, -0.041, 0.115], [0.263, 0.349, 0.098], [0.614, -0.382, -0.887], [-0.289, -0.008, -0.019], [-0.063, -0.274, -0.507], [0.236, -0.015, 0.140], [-0.204, 0.077, 0.252], [-0.112, 0.200, -0.138]],
  "mulliken_charge": [-0.5436, -0.5790, -1.2620, 0.4845, -0.2144, -0.6484, 0.2633, 0.3941, 0.3261, 0.3505, 0.3863, 0.3429, 0.4058, 0.2939],
  "smiles": "C[C@@H](C=O)CO",
  "total_charge": 0,
  "e_tot_ha": -307.6399,
  "lumo_ev": 0.95,
  "spin_multiplicity": 1,
  "de_lowest_kcal_mol": 45.5,
  "homo_energy_ev": -10.01,
  "orbital_gap_ev": 10.96
}

***

# 5
{
  "formula": "C4H8O2",
  "method": "wB97M-V/def2-TZVPD",
  "elements": ["O", "O", "C", "C", "C", "C", "H", "H", "H", "H", "H", "H", "H", "H"],
  "positions_angstrom": [[-0.835148, 1.406070, -0.546486], [-1.285607, -1.100013, -0.942912], [1.585218, -0.057653, -0.219137], [0.532468, -0.171522, 0.863589], [-1.046741, -0.746506, 0.338739], [-0.709651, 0.651064, 0.649117], [2.374723, -0.798354, -0.064105], [0.213108, -1.254788, 1.012318], [-1.336547, -0.241864, -1.403924], [0.028753, 1.708606, -0.850270], [1.190084, -0.191353, -1.235918], [2.084055, 0.923371, -0.172781], [-1.609324, -1.297953, 1.095303], [-1.185390, 1.170901, 1.476472]],
  "forces_ev_per_angstrom": [[0.281, 0.240, 0.010], [-0.279, 0.287, -0.203], [0.029, -0.113, -0.137], [-0.289, -0.602, -0.533], [-0.588, 0.281, -0.104], [-0.492, -0.105, 0.153], [-0.153, 0.088, -0.049], [1.003, 0.373, 1.250], [0.017, -0.104, -0.292], [-0.013, 0.007, 0.137], [0.155, -0.038, -0.005], [-0.227, -0.185, 0.052], [0.481, -0.167, -0.238], [0.075, 0.039, -0.042]],
  "mulliken_charge": [-0.6257, -0.5450, -1.2950, 0.0172, -0.3050, 0.0539, 0.3234, 0.1915, 0.4103, 0.3383, 0.3539, 0.3450, 0.4199, 0.3173],
  "smiles": "C[C@H]1[C@@H](O)[C@H]1O",
  "total_charge": 0,
  "e_tot_ha": -307.5538,
  "lumo_ev": 0.72,
  "spin_multiplicity": 1,
  "de_lowest_kcal_mol": 99.5,
  "homo_energy_ev": -7.91,
  "orbital_gap_ev": 8.63
}

***

# 6
{
  "formula": "C4H8O2",
  "method": "wB97M-V/def2-TZVPD",
  "elements": ["O", "O", "C", "C", "C", "C", "H", "H", "H", "H", "H", "H", "H", "H"],
  "positions_angstrom": [[0.239774, -0.074170, -1.371668], [1.324913, 0.256627, 0.559425], [0.226925, 0.244908, -0.205700], [-1.029370, 0.583783, 0.554597], [2.477560, -0.287365, -0.080536], [-2.165455, -0.206083, -0.085632], [2.345359, -1.366585, -0.203156], [-0.864439, 0.344835, 1.609092], [-1.923071, -1.273190, -0.064285], [-3.128530, -0.057292, 0.406802], [3.304793, -0.075988, 0.592259], [2.634562, 0.162641, -1.062519], [-1.201669, 1.665034, 0.487493], [-2.241357, 0.082845, -1.136170]],
  "forces_ev_per_angstrom": [[0.148, 0.138, 0.299], [-0.108, 0.041, 0.048], [-0.189, -0.167, -0.383], [0.049, 0.035, 0.039], [0.299, -0.075, -0.050], [-0.112, -0.056, -0.048], [0.087, 0.149, -0.014], [-0.124, 0.029, -0.132], [-0.134, 0.116, 0.012], [0.144, 0.083, 0.010], [0.025, -0.053, -0.097], [0.019, -0.017, 0.167], [0.027, -0.146, -0.002], [-0.131, -0.077, 0.151]],
  "mulliken_charge": [-0.5750, -0.3219, 0.5636, -0.1744, -0.6222, -1.0727, 0.2733, 0.2635, 0.3014, 0.3456, 0.2292, 0.2892, 0.2301, 0.2702],
  "smiles": "CCC(=O)OC",
  "total_charge": 0,
  "e_tot_ha": -307.6965,
  "lumo_ev": 0.96,
  "spin_multiplicity": 1,
  "de_lowest_kcal_mol": 10.0,
  "homo_energy_ev": -10.42,
  "orbital_gap_ev": 11.38
}

***

# 7
{
  "formula": "C4H8O2",
  "method": "wB97M-V/def2-TZVPD",
  "elements": ["O", "O", "C", "C", "C", "C", "H", "H", "H", "H", "H", "H", "H", "H"],
  "positions_angstrom": [[-1.688095, 0.632114, 0.762230], [0.053445, -2.014367, -0.235279], [0.762585, 0.248307, -0.598346], [0.858766, -0.932719, -0.000271], [1.500721, 1.474084, -0.155283], [-2.243528, -0.424837, 0.632034], [1.564594, -1.146977, 0.797868], [0.778596, 2.244076, 0.142545], [2.131713, 1.896098, -0.945198], [-2.799252, -0.681843, -0.295430], [2.128356, 1.261579, 0.716291], [-2.244387, -1.200362, 1.417428], [0.027109, 0.377906, -1.395094], [-0.667343, -1.727153, -0.817314]],
  "forces_ev_per_angstrom": [[-0.300, -0.219, 0.030], [-0.336, 0.075, -0.262], [0.030, -0.158, 0.012], [0.191, 0.289, 0.107], [0.081, 0.033, 0.050], [-0.118, 0.140, 0.110], [-0.083, 0.102, -0.096], [0.130, -0.090, -0.052], [-0.083, -0.061, 0.088], [0.079, 0.045, 0.047], [-0.037, 0.017, -0.158], [0.032, 0.089, 0.015], [0.088, -0.049, 0.136], [0.325, -0.212, -0.027]],
  "mulliken_charge": [-0.3600, -0.5035, 0.0475, -0.2249, -1.0887, -0.2293, 0.3096, 0.2418, 0.3029, 0.3284, 0.3141, 0.2681, 0.2978, 0.2961],
  "smiles": "C/C=C/O.C=O",
  "total_charge": 0,
  "e_tot_ha": -307.6238,
  "lumo_ev": 0.70,
  "spin_multiplicity": 1,
  "de_lowest_kcal_mol": 55.6,
  "homo_energy_ev": -8.64,
  "orbital_gap_ev": 9.33
}

***

# 8
{
  "formula": "C4H8O2",
  "method": "wB97M-V/def2-TZVPD",
  "elements": ["O", "O", "C", "C", "C", "C", "H", "H", "H", "H", "H", "H", "H", "H"],
  "positions_angstrom": [[1.478957, -1.396821, -0.702104], [-1.022178, -1.468253, 0.503338], [1.277186, -0.000780, -0.757806], [0.426366, 0.597478, 0.363372], [-0.997538, 1.030606, 0.066582], [-0.744336, -0.156065, 0.931239], [0.849703, 0.286103, -1.732589], [-1.410631, -1.434482, -0.378335], [0.971734, 1.204310, 1.082185], [2.272582, 0.453244, -0.712694], [0.759307, -1.787754, -0.189211], [-1.347533, 0.844135, -0.949104], [-0.935918, -0.059330, 1.996424], [-1.398672, 1.936829, 0.511828]],
  "forces_ev_per_angstrom": [[0.043, -0.191, 0.184], [-0.102, -0.005, -0.222], [0.023, 0.437, -0.095], [0.192, -0.024, 0.031], [-0.143, 0.070, -0.074], [0.023, 0.138, 0.204], [0.015, -0.152, 0.142], [-0.092, -0.016, 0.098], [-0.077, -0.112, -0.107], [-0.132, 0.029, -0.040], [0.016, 0.029, -0.058], [0.093, 0.001, 0.158], [0.058, -0.025, -0.182], [0.083, -0.179, -0.040]],
  "mulliken_charge": [-0.5479, -0.6032, -0.5632, 0.0766, -0.8202, -0.0002, 0.2458, 0.3209, 0.3389, 0.3039, 0.4000, 0.2390, 0.3485, 0.2612],
  "smiles": "OC[C@H]1C[C@H]1O",
  "total_charge": 0,
  "e_tot_ha": -307.6357,
  "lumo_ev": 0.88,
  "spin_multiplicity": 1,
  "de_lowest_kcal_mol": 48.2,
  "homo_energy_ev": -9.89,
  "orbital_gap_ev": 10.77
}

***

# 9
{
  "formula": "C4H8O2",
  "method": "wB97M-V/def2-TZVPD",
  "elements": ["O", "O", "C", "C", "C", "C", "H", "H", "H", "H", "H", "H", "H", "H"],
  "positions_angstrom": [[-1.246455, -0.152547, 1.867012], [-1.615283, -2.030152, -0.651979], [-0.468507, 0.104044, 0.986018], [0.724817, 1.069548, -0.604015], [0.454697, 1.272525, 0.871720], [0.384509, -0.408418, -0.656661], [1.310279, 0.979386, 1.493507], [-1.089979, -2.782998, -0.365316], [1.198935, -1.104937, -0.390044], [-0.039476, 1.586005, -1.201513], [1.724018, 1.362408, -0.921178], [-1.464028, -1.396942, 0.057241], [0.086692, -0.722000, -1.688328], [0.039782, 2.224078, 1.203536]],
  "forces_ev_per_angstrom": [[0.872, -0.492, -2.007], [-0.538, -0.757, 0.081], [0.015, -0.137, 0.077], [0.178, 0.241, -0.092], [0.143, 0.294, 0.134], [0.189, 0.360, 0.286], [0.074, 0.294, -0.080], [-0.117, -0.201, -0.101], [-0.263, 0.446, 0.391], [0.390, 0.105, 0.132], [-0.012, -0.004, -0.174], [-0.326, -0.150, -0.141], [-0.692, 0.037, 1.342], [0.088, -0.035, 0.153]],
  "mulliken_charge": [-0.4861, -0.6865, 0.3999, -0.4221, -0.4854, -0.7425, 0.2369, 0.3093, 0.3318, 0.2499, 0.3181, 0.3415, 0.3151, 0.3201],
  "total_charge": 0,
  "e_tot_ha": -307.5971,
  "lumo_ev": 0.71,
  "spin_multiplicity": 1,
  "de_lowest_kcal_mol": 72.4,
  "homo_energy_ev": -9.38,
  "orbital_gap_ev": 10.09
}